# 1
The following is a DFT calculation (ωB97M-V/def2-TZVPD) of a 2-piece molecular cluster, C3H8N2 overall at a distorted geometry.

Summary:
E_HOMO (eV): -9.1465
Charge: 0
Relative energy (zero: lowest compared OMol25 entry of this formula, charge and spin) (kJ/mol): 244.3

Structure (XYZ):
```
13
Properties=species:S:1:pos:R:3:lowdin_charge:R:1
H 3.25 -0.64 -0.01 0.0456
H 1.99 -0.74 2.81 0.0431
H -1.63 -0.08 0.32 0.0945
H -3.15 -0.15 -2.94 0.0237
C 2.68 -1.00 0.83 -0.0814
N -3.11 -0.22 -1.93 0.0413
N -1.64 0.70 -0.33 0.0748
C -2.29 0.66 -1.50 -0.4349
H -2.09 1.51 -2.16 0.1115
H -1.36 1.48 0.24 0.0886
C 2.44 -0.30 1.93 -0.0893
H 2.28 -2.00 0.83 0.0405
H 2.63 0.77 1.91 0.0422
```

=====

# 2
The following is a DFT calculation (ωB97M-V/def2-TZVPD) of a 2-piece molecular cluster, C3H8N2 overall at a distorted geometry.

Summary:
E_HOMO (spin up / spin down) (eV): -7.5234 / -7.5283
Charge: 0
Relative energy (zero: lowest compared OMol25 entry of this formula, charge and spin) (kJ/mol): 510.5

Structure (XYZ):
```
13
Properties=species:S:1:pos:R:3:lowdin_charge:R:1
C 0.36 0.14 -0.30 -0.5458
C -0.46 0.08 -1.57 -0.0802
H -1.03 1.64 0.39 0.0544
H -0.43 -1.02 2.79 0.0855
H -0.25 -0.87 -2.09 0.0824
H -1.53 0.15 -1.38 0.0578
H 1.26 -0.89 1.95 0.0777
C 0.18 -0.79 1.93 0.0566
H -0.18 0.90 -2.23 0.0778
N 1.62 0.16 -0.22 0.1398
H -1.23 0.47 0.97 0.0336
H 2.07 0.28 -1.13 0.0618
N -0.37 -0.24 0.90 -0.1014
```

=====

# 3
The following is a DFT calculation (ωB97M-V/def2-TZVPD) of one molecule with the formula C3H8N2 at a distorted geometry.

Summary:
E_HOMO (eV): -8.8860
Charge: 0
Relative energy (zero: lowest compared OMol25 entry of this formula, charge and spin) (kJ/mol): 216.9

Structure (XYZ):
```
13
Properties=species:S:1:pos:R:3:lowdin_charge:R:1
C -0.53 -0.40 -1.17 -0.0787
H -0.57 1.35 1.64 0.0741
H -0.24 0.49 -1.74 0.1105
C 0.41 -0.77 -0.05 -0.3797
C -0.88 -0.06 0.23 -0.4004
N -0.78 1.28 0.66 0.0431
H 2.16 -0.38 1.02 0.0805
H -1.57 -0.74 0.82 0.1415
N 1.66 -0.08 0.17 0.0139
H 2.31 -0.29 -0.65 0.0969
H -0.98 -1.26 -1.71 0.1086
H -1.66 1.71 0.50 0.0650
H 0.39 -1.83 0.21 0.1248
```

=====

# 4
The following is a DFT calculation (ωB97M-V/def2-TZVPD) of one molecule with the formula C3H8N2 at a distorted geometry.

Summary:
E_HOMO (eV): -8.4177
Charge: 0
Relative energy (zero: lowest compared OMol25 entry of this formula, charge and spin) (kJ/mol): 268.0

Structure (XYZ):
```
13
Properties=species:S:1:pos:R:3:lowdin_charge:R:1
C 0.54 -0.10 0.48 -0.3595
H -0.45 1.82 0.82 0.0963
N 1.76 -0.12 -0.26 0.0088
C -0.41 1.06 0.02 -0.1863
H 0.75 -0.17 1.62 0.1675
H -0.17 1.53 -0.97 0.1116
H -1.02 -1.88 0.44 0.0861
H 2.45 0.30 0.34 0.0613
N -1.50 0.10 -0.04 -0.0689
H 1.78 0.13 -1.27 0.0902
H -0.37 -1.29 -0.98 0.0785
H -2.05 0.14 -0.87 0.0824
C -0.59 -1.04 0.00 -0.1678
```

=====

# 5
The following is a DFT calculation (ωB97M-V/def2-TZVPD) of C3H8N2O as an isolated structure at a distorted geometry.

Summary:
E_HOMO (eV): -8.9443
Charge: 0
Relative energy (zero: lowest compared OMol25 entry of this formula, charge and spin) (kJ/mol): 571.2

Structure (XYZ):
```
14
Properties=species:S:1:pos:R:3:lowdin_charge:R:1
C 1.44 -0.96 -0.28 -0.0662
H 1.18 -2.44 -0.54 0.2021
H 2.05 -0.29 -1.12 0.0819
N 0.59 1.42 -1.74 -0.0006
O -0.52 -0.76 0.92 -0.1889
N -0.26 0.97 -0.62 0.0391
C 0.16 -0.09 -0.07 -0.5381
H -1.79 -0.85 2.38 0.0738
H -2.61 0.16 0.97 0.1266
H 0.64 0.69 -2.41 0.0432
C -1.60 -0.04 1.65 -0.0769
H 1.96 -0.87 0.98 0.1584
H -1.26 1.00 2.08 0.1069
H 0.02 2.06 -2.21 0.0388
```

=====

# 6
The following is a DFT calculation (ωB97M-V/def2-TZVPD) of one molecule with the formula C3H8N2O at a distorted geometry.

Summary:
E_HOMO (eV): -8.8811
Charge: 0
Relative energy (zero: lowest compared OMol25 entry of this formula, charge and spin) (kJ/mol): 242.5

Structure (XYZ):
```
14
Properties=species:S:1:pos:R:3:lowdin_charge:R:1
H 1.45 -1.44 0.70 0.1860
C 0.67 0.32 -0.12 -0.2539
H 1.32 0.81 0.66 0.1234
H -1.90 2.36 0.94 0.0913
H -0.59 1.75 2.00 0.0757
C -0.81 0.49 0.23 -0.2572
H 1.13 0.98 -0.87 0.1190
N 1.01 -1.06 -0.20 -0.0142
O 0.92 -2.91 -1.48 0.0187
C 0.65 -1.75 -1.35 -0.3493
H -1.57 0.50 -0.43 0.0570
H -1.21 -0.43 0.84 0.1376
H 0.18 -1.15 -2.13 0.1378
N -1.25 1.54 1.20 -0.0718
```

=====

# 7
The following is a DFT calculation (ωB97M-V/def2-TZVPD) of one molecule with the formula C3H8N2O.

Summary:
E_HOMO (eV): -8.4121
Charge: 0
Relative energy (zero: lowest compared OMol25 entry of this formula, charge and spin) (kJ/mol): 467.0

Structure (XYZ):
```
14
Properties=species:S:1:pos:R:3:lowdin_charge:R:1
H 1.67 0.32 -0.24 0.1105
N -0.12 1.33 -0.40 -0.0591
C 1.09 0.44 -2.27 -0.0079
C -0.43 -1.22 1.69 -0.1164
C 0.93 0.63 -0.97 -0.2350
H -1.05 -2.12 1.80 0.0850
H -0.92 1.47 -1.02 0.1341
H -2.08 -0.03 1.45 0.1046
O -0.51 1.01 0.88 -0.1563
N -1.22 -0.24 0.96 -0.0926
H -0.12 -0.87 2.68 0.0802
H 1.98 -0.02 -2.66 0.0403
H 0.35 0.76 -2.99 0.0463
H 0.45 -1.46 1.10 0.0663
```

=====

# 8
The following is a DFT calculation (ωB97M-V/def2-TZVPD) of one molecule with the formula C3H8N2O at a distorted geometry.

Summary:
E_HOMO (eV): -9.4667
Charge: 0
Relative energy (zero: lowest compared OMol25 entry of this formula, charge and spin) (kJ/mol): 221.0

Structure (XYZ):
```
14
Properties=species:S:1:pos:R:3:lowdin_charge:R:1
H 0.97 -0.82 -0.86 0.1880
N 1.84 0.68 -0.76 0.1057
O 0.81 1.46 1.20 0.0848
H -1.75 -1.03 -1.20 0.0725
C 0.87 0.76 0.07 -0.5058
H -1.26 -1.47 1.17 0.0781
H -1.87 0.57 -0.45 0.0817
H -0.87 0.33 -1.90 0.0792
C 0.01 -0.46 -0.09 -0.4162
H 0.12 1.03 1.74 0.1018
N -0.41 -0.92 1.22 0.0468
H 0.30 -1.50 1.66 0.0906
H 2.43 1.51 -0.82 0.0629
C -1.19 -0.13 -0.97 -0.0701
```

=====

# 9
The following is a DFT calculation (ωB97M-V/def2-TZVPD) of a 2-piece molecular cluster, C3H8N2O overall at a distorted geometry.

Summary:
E_HOMO (eV): -9.0956
Charge: 0
Relative energy (zero: lowest compared OMol25 entry of this formula, charge and spin) (kJ/mol): 308.4

Structure (XYZ):
```
14
Properties=species:S:1:pos:R:3:lowdin_charge:R:1
C 1.29 0.87 0.51 -0.3542
O 1.09 -0.11 1.44 -0.0906
N -0.12 -1.65 -0.95 0.0446
C -1.42 -1.51 -0.71 -0.3853
H 0.07 0.17 1.76 0.1908
H 2.13 2.51 -0.36 0.0519
N -1.99 -0.31 -0.56 0.0582
H 0.20 -2.60 -0.72 0.0423
H 2.62 2.21 1.47 0.0467
H -2.12 -2.37 -0.70 0.1162
C 2.12 1.92 0.57 0.0138
H -2.96 -0.21 -0.22 0.1121
H -1.66 0.45 -1.12 0.0935
H 0.73 0.63 -0.39 0.0600
```

=====

# 10
The following is a DFT calculation (ωB97M-V/def2-TZVPD) of a 2-piece molecular cluster, C3H8N2O overall at a distorted geometry.

Summary:
E_HOMO (eV): -8.8657
Charge: 0
Relative energy (zero: lowest compared OMol25 entry of this formula, charge and spin) (kJ/mol): 287.9

Structure (XYZ):
```
14
Properties=species:S:1:pos:R:3:lowdin_charge:R:1
H -2.26 0.15 0.34 0.1190
H 1.11 -1.13 2.38 0.0953
H -2.37 2.25 -0.60 0.0928
N -1.01 -0.61 -1.27 0.0239
O 1.05 -1.73 0.34 -0.0635
H 0.32 -1.28 -0.14 0.0174
H -1.31 -0.70 -2.24 0.0589
C 2.43 -0.03 1.21 -0.0019
C 1.49 -0.95 1.38 -0.2976
H 2.82 0.31 0.26 0.0541
N -1.95 1.49 -1.11 0.0893
H -1.53 1.69 -1.99 0.0899
H 2.98 0.32 2.08 0.0425
C -1.78 0.22 -0.64 -0.3200
```

=====

# 11
The following is a DFT calculation (ωB97M-V/def2-TZVPD) of one molecule with the formula C3H8N2O at a distorted geometry.

Summary:
E_HOMO (eV): -9.4272
Charge: 0
Relative energy (zero: lowest compared OMol25 entry of this formula, charge and spin) (kJ/mol): 360.0

Structure (XYZ):
```
14
Properties=species:S:1:pos:R:3:lowdin_charge:R:1
H 1.31 -1.47 -0.66 0.1242
C -0.65 -0.86 -1.32 -0.0675
N -0.02 0.32 1.62 0.0388
O 0.24 -1.81 1.44 -0.0188
H 1.10 0.30 -0.74 0.1041
H 1.03 1.95 0.82 0.0836
H -0.59 1.72 0.13 0.0721
H -1.38 -0.07 -1.15 0.0685
C 0.01 1.63 1.04 -0.1227
H -0.41 -0.89 -2.38 0.0779
H -0.40 2.31 1.79 0.0765
N 0.26 -0.68 0.95 -0.3633
C 0.61 -0.65 -0.50 -0.1548
H -1.11 -1.81 -1.04 0.0814
```

=====

# 12
The following is a DFT calculation (ωB97M-V/def2-TZVPD) of one molecule with the formula C3H8N2O at a distorted geometry.

Summary:
E_HOMO (eV): -9.2199
Charge: 0
Relative energy (zero: lowest compared OMol25 entry of this formula, charge and spin) (kJ/mol): 101.7

Structure (XYZ):
```
14
Properties=species:S:1:pos:R:3:lowdin_charge:R:1
H -1.44 0.42 2.86 0.0785
H 1.32 -0.23 0.27 0.1253
C 1.30 -0.29 -1.86 -0.0777
N -1.22 0.32 0.76 -0.0018
C -0.59 0.12 -0.42 -0.6180
H 1.97 -1.15 -1.94 0.0801
H 0.47 -0.40 -2.57 0.0816
C -0.69 0.15 2.11 -0.0922
H 0.18 0.79 2.29 0.0794
O -1.35 0.27 -1.39 -0.0087
H 1.84 0.63 -2.11 0.0842
H -0.38 -0.89 2.31 0.0805
H -2.12 0.49 0.23 0.1666
N 0.71 -0.23 -0.54 0.0222
```

=====

# 13
The following is a DFT calculation (ωB97M-V/def2-TZVPD) of one molecule with the formula C3H8N2O at a distorted geometry.

Summary:
E_HOMO (eV): -8.7985
Charge: 0
Relative energy (zero: lowest compared OMol25 entry of this formula, charge and spin) (kJ/mol): 306.5

Structure (XYZ):
```
14
Properties=species:S:1:pos:R:3:lowdin_charge:R:1
H -0.38 -1.37 0.92 0.1240
O -1.99 -0.77 -0.23 -0.1229
C -0.54 1.81 -0.06 -0.0415
H -0.86 1.99 0.98 0.0902
N 1.93 -0.77 -0.20 -0.0428
H 2.94 -0.79 0.04 0.0887
H 1.45 -1.48 0.44 0.0895
N 1.38 0.48 -0.14 -0.0143
H -1.38 2.02 -0.77 0.0983
H -2.31 -1.73 0.25 0.1930
H -0.04 -1.52 -0.81 0.1345
H 0.27 2.47 -0.25 0.0578
C 0.10 0.49 -0.08 -0.3834
C -0.57 -0.83 -0.06 -0.2712
```

=====

# 14
The following is a DFT calculation (ωB97M-V/def2-TZVPD) of one molecule with the formula C3H8N2O.

Summary:
E_HOMO (eV): -8.5018
Charge: 0
Relative energy (zero: lowest compared OMol25 entry of this formula, charge and spin) (kJ/mol): 196.7

Structure (XYZ):
```
14
Properties=species:S:1:pos:R:3:lowdin_charge:R:1
C 0.54 0.85 -0.32 -0.5570
C -1.67 -0.21 0.64 -0.0729
N -1.05 1.08 0.16 0.0455
O 1.09 1.89 -0.63 0.0158
H -1.27 -0.44 1.63 0.0921
H 2.65 -0.41 -0.83 0.0742
H 2.19 -1.61 0.42 0.0717
H -1.03 1.82 0.87 0.1474
H -1.52 1.50 -0.64 0.1477
H -1.35 -1.04 0.00 0.0806
C 1.86 -1.09 -0.49 -0.1327
H 1.65 -1.84 -1.26 0.0725
H -2.75 -0.11 0.64 0.0751
N 0.65 -0.40 -0.18 -0.0600
```

=====

# 15
The following is a DFT calculation (ωB97M-V/def2-TZVPD) of a 2-piece molecular cluster, C3H8N2O2 overall.

Summary:
E_HOMO (eV): -9.6131
Charge: 0
Relative energy (zero: lowest compared OMol25 entry of this formula, charge and spin) (kJ/mol): 26.7

Structure (XYZ):
```
15
Properties=species:S:1:pos:R:3:lowdin_charge:R:1
O 0.06 2.07 0.23 0.0710
H -0.47 -1.92 0.68 0.1175
H -2.86 -0.56 -0.60 0.1227
H -2.62 -0.99 1.12 0.1214
N 2.60 0.76 -0.15 0.0228
C -0.84 -1.29 -0.14 -0.1479
N 0.01 -0.16 -0.41 0.0709
H 1.04 -0.20 -0.50 0.0893
C -0.49 0.99 0.11 -0.5658
H -0.97 -1.92 -1.03 0.1152
C -2.15 -0.57 0.23 -0.1381
H 3.44 0.78 -0.71 0.0308
H 2.86 0.58 0.82 0.0393
O -1.77 0.78 0.53 0.0274
H 2.15 1.67 -0.17 0.0235
```

=====

# 16
The following is a DFT calculation (ωB97M-V/def2-TZVPD) of one molecule with the formula C3H8N2O2 at a distorted geometry.

Summary:
E_HOMO (eV): -9.1328
Charge: 0
Relative energy (zero: lowest compared OMol25 entry of this formula, charge and spin) (kJ/mol): 55.4

Structure (XYZ):
```
15
Properties=species:S:1:pos:R:3:lowdin_charge:R:1
O -0.83 3.22 0.10 0.0718
N -0.80 0.94 -0.13 0.0634
H 0.38 -0.67 -1.57 0.1106
H -1.56 1.01 -0.78 0.1503
C -0.47 -0.37 0.36 -0.1732
O 0.80 2.00 1.04 0.0954
H -1.40 -0.89 0.38 0.1131
H 1.53 -0.64 -0.22 0.1028
C -0.34 2.13 0.30 -0.6238
N 0.58 -2.48 -0.43 -0.0087
H -0.14 -2.88 0.14 0.0569
C 0.58 -1.04 -0.56 -0.2638
H -0.04 -0.22 1.34 0.1225
H 0.70 -3.05 -1.24 0.0558
H 1.00 2.93 1.25 0.1270
```